1.
C29H30F5N2O7S2Ti as an isolated structure, computed with wB97M-V/def2-TZVPD.

highest occupied orbital energy (spin up / spin down) = -3.807 / -5.088 eV
gap between HOMO and LUMO (spin up / spin down) = 5.728 / 7.009 eV
total charge = -1
E_tot = -106250.0008 eV
energy relative to the best compared isomer or geometry (same formula, charge and spin) = 0.0 kJ/mol
⟨S²⟩ = 2.03
multiplicity = 3

Geometry as XYZ:
```
76
Properties=species:S:1:pos:R:3:forces:R:3
Ti 0.38271 1.22024 -0.69249 -0.28 0.62 -0.15
S -2.53975 -0.47067 -0.33729 -0.01 0.25 -0.14
S 0.95605 0.37534 2.75580 0.30 0.20 0.10
F 0.04201 0.92668 -5.17577 -0.03 0.06 0.03
F 1.10415 -3.98842 -3.00653 0.01 -0.07 0.00
F -0.69708 -2.11516 -1.89545 0.01 0.03 0.03
F 0.83235 -1.15384 -6.72783 0.00 0.04 -0.08
F 1.32410 -3.56718 -5.64501 0.02 -0.07 0.00
O -0.25377 0.60494 -2.50629 -0.07 -0.18 -0.12
O 0.02191 5.49260 0.25779 0.02 -0.07 -0.02
O 1.12587 -0.55285 -0.43919 -0.10 -0.24 -0.15
O 0.79435 1.28719 1.57886 -0.07 -0.01 0.09
O 2.12051 1.80745 -1.55662 0.28 -0.08 0.20
O -1.47520 0.45867 0.16903 -0.10 -0.04 0.20
O 4.06157 2.56832 -0.74144 0.03 0.04 0.08
N 0.60409 3.31609 -0.23751 0.24 -0.24 0.00
N -1.65580 2.85131 -1.48446 0.21 -0.10 0.07
C 1.57513 -1.52308 -1.33963 -0.10 0.14 0.12
C 2.00650 3.56955 0.01926 -0.01 0.15 0.01
C 3.13462 -0.87635 3.85958 0.11 -0.10 0.01
C 0.72603 -1.29417 -5.39876 0.03 -0.12 0.08
C 3.46002 0.07833 1.65593 0.12 -0.07 0.13
C 0.34036 -0.24652 -4.58877 0.07 -0.11 -0.03
C 0.98731 -2.55937 -4.82371 -0.05 0.19 -0.07
C -6.38318 -0.00540 0.84868 0.10 0.02 -0.01
C 1.72323 -2.82015 -0.53259 0.05 -0.06 0.02
C -1.63252 4.05069 -0.65501 -0.06 0.01 0.03
C -4.02824 0.14578 0.45663 0.19 -0.15 -0.05
C -2.35468 -1.94457 2.10557 -0.04 -0.01 -0.02
C -5.23557 -0.51095 0.25768 -0.11 0.05 0.05
C 4.79188 -0.31676 1.69654 -0.08 0.05 -0.03
C -0.22197 4.34535 -0.14907 -0.09 0.09 0.05
C -5.10507 1.81053 1.78589 0.17 -0.02 -0.05
C -2.31756 -1.99862 0.58426 0.05 -0.22 -0.03
C 4.45975 -1.28776 3.87917 -0.10 0.06 -0.02
C -6.31316 1.15471 1.61310 -0.10 0.00 0.02
C -3.94463 1.30744 1.20290 -0.22 0.03 0.06
C -1.40061 -0.94917 2.76421 0.05 0.07 0.03
C 2.83951 2.58950 -0.80907 -0.14 0.02 -0.18
C 0.89343 -2.74507 -3.49462 0.02 0.05 0.09
C 0.55113 -1.68189 -2.51648 -0.07 -0.11 -0.23
C 0.06462 -1.14189 2.37534 -0.09 -0.12 -0.11
C 5.28340 -1.00380 2.79615 0.10 -0.03 0.01
C 2.92428 -1.14623 -1.95187 0.11 -0.01 0.02
C 2.64962 -0.21933 2.73762 -0.23 0.02 -0.13
C 0.21987 -0.36558 -3.20907 0.01 0.02 0.11
H -3.37394 -1.73177 2.43941 0.01 0.02 0.00
H 2.27005 3.44013 1.07454 0.01 -0.01 0.00
H 6.32314 -1.30650 2.82026 -0.01 0.00 0.00
H -2.98807 1.80309 1.31028 0.01 -0.01 0.00
H -7.33004 -0.50892 0.70424 -0.01 0.01 0.01
H 0.75177 -3.23202 -0.25295 0.00 0.02 0.01
H -1.17626 2.99888 -2.36486 0.01 0.01 -0.03
H 0.53944 -1.96727 2.91027 0.01 0.03 0.03
H 3.06788 0.60821 0.80355 -0.05 0.04 -0.08
H -2.59811 2.55139 -1.69909 0.00 -0.05 0.00
H 2.87971 -0.17970 -2.44914 -0.04 0.00 -0.01
H 2.28895 4.59144 -0.24884 0.00 0.00 0.00
H -2.12367 -2.95839 2.44975 0.00 0.00 0.03
H -5.05301 2.72047 2.36946 -0.03 0.00 0.01
H 2.49315 -1.06018 4.71467 -0.03 0.01 -0.02
H -1.50856 -1.03243 3.84922 0.01 -0.02 0.00
H 3.66243 -1.06133 -1.15282 -0.01 0.01 0.05
H 4.85226 -1.80567 4.74487 0.00 -0.01 0.00
H -1.35677 -2.34149 0.19543 -0.02 0.00 0.04
H 2.26563 -2.55261 0.37672 0.00 0.00 0.01
H -1.98132 4.96176 -1.15157 -0.02 -0.03 -0.03
H -3.07250 -2.68649 0.19231 0.00 0.02 0.01
H 2.28367 -3.59358 -1.05467 -0.01 0.03 -0.03
H -7.21172 1.55284 2.06740 0.00 0.00 0.00
H -2.28266 3.89228 0.21092 0.01 -0.01 0.01
H 5.43439 -0.06430 0.86301 0.00 -0.02 0.00
H -5.28907 -1.40228 -0.35685 0.05 0.00 -0.01
H -1.70138 0.06499 2.49838 0.00 -0.02 -0.01
H 0.22663 -1.26088 1.29970 -0.01 -0.03 0.02
H 3.26642 -1.91564 -2.64904 -0.02 0.01 -0.01
```
Forces are in eV/Å.

=====

2.
C29H30IN3O6SiZn as an isolated structure in a non-equilibrium geometry, computed with wB97M-V/def2-TZVPD.

highest occupied orbital energy = -2.293 eV
gap between HOMO and LUMO = 6.147 eV
total charge = -2
E_tot = -111717.5356 eV
energy relative to the best compared isomer or geometry (same formula, charge and spin) = 0.0 kJ/mol

Geometry as XYZ:
```
71
Properties=species:S:1:pos:R:3:forces:R:3
I 0.18095 4.76332 4.28037 -0.08 0.03 -0.14
Zn -0.88579 0.05143 -1.22632 0.21 0.42 0.45
Si -0.40638 -2.06957 1.34501 -0.52 -0.11 -0.12
O 0.28803 -2.33194 -2.35294 1.25 0.84 -0.61
O 4.61247 -0.11914 2.03441 0.30 0.90 -0.11
O 6.01990 1.58225 1.48266 -1.29 -0.09 0.73
O 2.26585 -2.90567 -3.19899 -0.44 0.30 -0.07
O 1.17806 3.59416 -0.92002 -0.09 0.34 0.15
O -0.51175 2.10549 -0.90298 0.17 -0.43 0.15
N -2.04536 -0.16684 -2.75532 0.19 -0.15 -0.10
N -1.36459 -0.84822 0.48482 1.31 -0.98 0.69
N 1.21145 0.24126 -1.81375 -0.63 0.33 0.73
C -1.96943 0.53161 -3.92146 -0.04 -0.74 -1.52
C -3.02240 -1.42015 -4.33674 0.24 0.39 0.20
C 0.70477 2.46846 -0.99175 -0.37 -0.12 -0.09
C -4.05363 -0.12741 2.98039 -1.05 1.87 -1.18
C -2.83481 -2.39257 -1.94615 -0.52 -0.71 -0.78
C -2.57275 -0.18627 -4.95304 -0.26 -1.03 0.80
C 1.70817 1.36343 -1.31703 0.07 1.04 0.06
C -2.66306 -1.36598 -3.00492 -0.15 0.69 -0.53
C 4.95694 1.09326 1.97283 0.28 -0.50 -0.32
C 0.25042 -1.55206 3.00415 -2.43 0.92 0.86
C 3.97790 0.64184 -1.59093 -2.20 0.47 0.59
C -4.77013 0.93687 2.35972 1.93 -1.23 -1.28
C -1.27686 1.83841 -4.00741 -0.61 1.45 1.63
C -1.47859 -3.64909 1.54622 0.52 0.55 1.37
C -3.21763 0.67370 0.43754 -0.69 -0.70 1.32
C -4.30697 1.25205 1.06364 -0.16 0.78 0.08
C -2.98440 -0.75090 2.38083 0.22 0.01 -0.48
C 3.06983 1.63892 -1.15579 0.86 -2.01 -1.07
C 3.84963 2.05138 2.52323 -0.49 0.56 -0.07
C 4.06739 3.13139 3.41306 0.46 -0.97 -0.12
C 1.20944 -2.67391 0.61306 0.30 -0.30 -1.13
C 3.02486 3.88028 3.96888 0.43 -0.90 -0.99
C 2.52749 1.82952 2.10661 0.26 0.28 0.10
C 2.04703 -0.69166 -2.21014 0.48 -1.00 -0.51
C 1.43305 -2.00346 -2.62179 -1.13 -0.55 0.73
C -2.48957 -0.35492 1.09915 -0.01 0.49 -0.36
C 1.75794 3.65659 3.42070 -0.02 0.80 1.07
C 3.40803 -0.52902 -2.13975 1.41 0.24 0.33
C 1.48686 2.69868 2.47970 -0.42 -1.17 -0.89
H 2.32478 0.95609 1.48404 0.01 0.32 0.10
H -2.51762 -1.53830 2.95958 0.18 0.00 -0.24
H 3.22465 4.55853 4.79176 -0.23 0.09 -0.26
H -4.71187 2.08346 0.48276 -0.44 -0.14 0.37
H 0.47683 2.54425 2.02270 0.95 0.28 0.67
H -2.99563 1.02620 -0.55620 0.36 -0.08 -0.08
H -2.29327 -3.54479 0.88029 -1.03 -0.09 -0.80
H -0.37167 1.88386 -3.37386 -0.45 -0.09 -0.30
H -0.99325 2.19440 -4.98703 -0.16 -0.30 -0.48
H 5.01905 0.79100 -1.37507 0.38 -0.27 -0.19
H 1.63475 -3.42753 1.31672 -0.44 0.40 -0.43
H 0.40567 -2.40107 3.64987 0.04 -0.43 0.29
H -1.89226 -3.79466 2.56845 0.24 0.21 -0.52
H 4.04007 -1.36032 -2.41310 0.07 0.00 -0.14
H -3.52234 -3.17144 -2.34857 0.43 0.34 0.49
H -0.92300 -4.54119 1.30905 0.29 -0.39 -0.22
H -5.56823 1.50257 2.78746 -0.35 0.02 0.45
H -2.70446 0.04575 -6.00715 0.20 0.28 0.31
H -0.47908 -0.84938 3.50832 0.83 -0.71 -0.31
H 1.98263 -1.88590 0.53663 -0.35 -0.22 -0.07
H 1.15994 -1.03766 2.90432 1.38 0.77 -0.17
H 5.10541 3.25027 3.72471 -0.23 0.29 0.10
H -1.98891 2.60228 -3.56414 0.96 -0.42 -0.43
H -4.33270 -0.38701 3.96059 -0.27 -0.56 1.17
H -3.18794 -2.01185 -1.00854 -0.64 0.40 0.38
H -3.52141 -2.28295 -4.75532 -0.07 0.14 -0.32
H 1.04713 -3.13953 -0.39329 0.37 0.20 1.00
H -1.88966 -2.83329 -1.68230 0.47 -0.49 -0.09
H 1.66378 -3.66347 -3.34182 0.43 0.19 0.03
H 3.42628 2.54618 -0.71060 -0.20 0.29 0.14
```
Forces are in eV/Å.

=====

3.
A 2-piece molecular cluster, C29H30N3O4S overall in a non-equilibrium geometry, computed with wB97M-V/def2-TZVPD.

highest occupied orbital energy = -8.994 eV
gap between HOMO and LUMO = 4.730 eV
total charge = +1
E_tot = -54043.3535 eV
energy relative to the best compared isomer or geometry (same formula, charge and spin) = 0.0 kJ/mol

Geometry as XYZ:
```
67
Properties=species:S:1:pos:R:3:forces:R:3
S -0.05512 1.33040 -0.74086 -0.83 0.56 -0.79
O -3.18668 -4.41006 -3.71303 -1.23 1.51 0.71
O -5.19549 -3.54488 -3.46880 2.15 0.14 0.35
O 0.53454 0.23541 2.18938 -1.09 -1.95 1.51
O 5.88914 1.83831 3.64862 -0.51 -0.16 0.38
N -3.95139 -3.49875 -3.31716 -1.07 -2.06 -1.44
N -0.19157 -2.83307 3.79063 0.93 -0.01 0.59
N 1.77493 -1.88929 3.65998 -1.63 -1.36 0.71
C -1.73093 0.95810 -0.63314 -0.20 0.65 0.20
C -2.39163 0.29635 2.29310 -0.06 0.07 0.97
C -3.67298 -0.26429 -1.54013 0.42 -0.13 -0.11
C 4.00899 -1.21221 3.02757 -0.15 0.29 -0.05
C 1.97526 -3.25334 3.90916 -0.03 1.17 -0.09
C 0.00316 2.95856 0.09551 0.17 -0.58 -0.27
C -4.65148 0.96563 1.48453 0.40 -0.15 0.14
C -4.47242 -0.19886 3.60271 -0.28 0.18 -0.50
C -1.43448 -1.24239 -1.78143 -0.62 0.11 -0.03
C 2.63560 0.26947 4.37742 0.21 -0.31 0.01
C 0.42344 -1.63555 3.63049 2.16 -2.11 -0.66
C 5.83779 3.03676 4.46083 -0.01 -0.46 -0.29
C -3.83401 0.36534 2.46849 -1.13 0.18 0.45
C -3.38322 -2.36980 -2.67714 0.70 1.22 0.51
C 0.07865 1.81064 -2.51100 0.69 0.40 0.31
C 3.67090 1.19431 4.44048 0.32 -0.15 -0.39
C -4.21830 -1.32892 -2.22406 0.25 -0.40 0.07
C -1.61584 -3.09637 3.80039 -0.95 -0.38 0.06
C 2.79992 -0.92494 3.67258 1.11 0.91 0.07
C 5.01974 -0.26495 3.01209 -0.12 0.46 0.42
C 0.75851 -3.82884 4.01262 -0.74 0.73 -0.45
C -1.56851 -0.18717 3.24719 0.58 0.14 0.39
C 4.86278 0.94886 3.72241 -0.17 0.19 0.04
C -1.98522 -2.29436 -2.48962 -0.59 -0.24 0.10
C -6.04043 0.92844 1.56840 -0.07 -0.04 0.28
C -6.65928 0.33541 2.67941 0.42 0.10 -0.19
C -0.15476 -0.46443 2.96619 -0.13 3.33 -1.71
C -5.86843 -0.20652 3.70180 0.29 0.01 0.02
C -2.26447 -0.16972 -1.31001 0.25 -0.41 -0.01
H 3.54666 2.10112 5.03108 0.02 -0.29 -0.22
H 6.73183 3.58711 4.16667 -0.20 0.00 0.15
H 5.87992 2.78640 5.53098 -0.02 0.03 -0.31
H -2.08947 -2.67207 4.69492 0.20 -0.09 -0.26
H -1.98665 0.63819 1.33883 -0.01 -0.48 0.00
H -2.35716 1.84497 -0.45301 0.35 -0.40 -0.33
H 4.14619 -2.16246 2.51006 -0.07 0.30 0.03
H -1.86252 -0.33563 4.29606 -0.17 -0.39 -0.61
H -6.34242 -0.64774 4.58348 0.16 0.16 -0.35
H -0.72956 2.50087 -2.77004 0.12 -0.18 0.17
H -2.11054 -2.69352 2.90926 0.24 -0.10 0.22
H -7.74892 0.30498 2.74713 0.38 -0.01 0.00
H -0.36528 -1.25934 -1.55774 -0.25 0.14 -0.19
H 1.05885 2.26940 -2.67071 -0.10 -0.04 -0.12
H -0.07919 2.74592 1.16491 -0.04 0.04 -0.21
H 0.47317 -4.85266 4.19855 0.01 0.14 -0.04
H 5.94357 -0.42903 2.46511 -0.14 -0.02 0.14
H -3.86282 -0.63797 4.39747 -0.38 0.08 -0.27
H -4.31836 0.52474 -1.15916 0.14 -0.18 -0.31
H 4.93627 3.62874 4.24692 0.27 -0.16 -0.01
H 0.01087 0.89240 -3.09869 -0.09 0.09 0.20
H -0.80800 3.60029 -0.26366 0.16 -0.23 0.05
H 0.98105 3.40085 -0.11868 -0.22 -0.09 0.02
H 2.96071 -3.67998 4.01243 -0.10 0.16 0.07
H -4.16064 1.46320 0.64396 -0.28 -0.25 0.34
H 1.70762 0.46892 4.91237 0.21 -0.07 -0.10
H -5.28816 -1.39406 -2.41325 0.28 -0.01 0.09
H -1.37088 -3.09539 -2.90080 -0.16 0.21 0.24
H -1.75125 -4.18332 3.82472 0.05 0.30 -0.05
H -6.64281 1.36388 0.76572 0.21 -0.14 0.35
```
Forces are in eV/Å.

=====

> Which of these has the lowest total charge?

C29H30IN3O6SiZn

=====

> What is the formula in the third record?

C29H30N3O4S

=====

> Among the records above, which one has the highest E_tot?

C29H30N3O4S